(1)
# C31H42AsAuFN4O4P

A molecular structure, C31H42AsAuFN4O4P (ωB97M-V/def2-TZVPD, the OMol25 dataset).

XYZ file:
```
85
Properties=species:S:1:pos:R:3:forces:R:3
Au 0.552 -0.365 -0.628 0.0 0.0 0.0
C -2.185 5.740 2.159 0.0 0.0 0.0
C -2.867 4.672 2.723 -0.1 0.0 0.0
C -2.820 3.421 2.125 0.1 0.1 0.0
C -2.084 3.251 0.953 0.0 -0.1 0.1
C -1.429 4.330 0.364 0.0 0.0 0.0
C -1.473 5.574 0.979 0.0 -0.1 0.0
As -2.137 1.504 0.124 -0.1 1.1 0.6
C -3.665 1.619 -1.013 0.2 -0.2 -0.2
C -3.527 1.978 -2.347 0.1 -0.1 0.0
C -4.667 2.244 -3.089 0.0 0.0 0.0
C -5.919 2.152 -2.496 0.0 0.0 0.0
C -6.042 1.789 -1.163 0.0 0.0 0.0
C -4.911 1.527 -0.404 0.0 0.0 0.0
C -2.246 0.274 1.567 0.1 -0.3 -0.2
C -3.145 -0.788 1.485 0.1 0.0 0.0
C -3.213 -1.695 2.530 0.0 0.0 0.0
C -2.369 -1.555 3.628 0.0 0.0 0.0
C -1.462 -0.504 3.691 0.0 -0.1 0.1
C -1.397 0.420 2.659 0.0 0.1 0.0
H -2.215 6.710 2.637 0.0 0.0 0.0
H -3.444 4.806 3.628 0.0 0.0 0.0
H -3.348 2.590 2.574 0.0 0.0 0.0
H -0.888 4.225 -0.566 0.0 0.0 0.0
H -0.952 6.410 0.533 0.0 0.0 0.0
H -2.551 2.039 -2.808 0.0 0.0 0.0
H -4.580 2.528 -4.129 0.0 0.0 0.0
H -6.806 2.373 -3.075 0.0 0.0 0.0
H -7.020 1.722 -0.705 0.0 0.0 0.0
H -5.005 1.265 0.642 -0.1 0.0 0.0
H -3.759 -0.910 0.602 -0.1 0.0 0.0
H -3.920 -2.513 2.489 0.0 0.0 0.0
H -2.416 -2.274 4.435 0.0 0.0 0.0
H -0.818 -0.399 4.555 0.0 0.0 0.0
H -0.704 1.252 2.712 0.0 0.0 0.0
C 4.299 -1.082 1.376 -0.1 0.2 -0.2
C 4.661 -1.202 -0.088 0.2 -0.1 0.2
O 3.988 -0.233 -0.956 -0.1 -0.6 0.2
P 2.661 0.558 -0.746 -0.4 0.9 0.0
O 2.659 1.523 -1.979 0.0 -0.2 0.0
C 2.505 1.105 -3.374 0.1 -0.1 -0.1
C 3.842 0.834 -4.021 0.0 0.1 0.1
O 2.785 1.518 0.481 0.0 -0.1 0.0
C 3.789 2.601 0.506 0.1 0.1 0.1
C 4.103 2.933 1.940 0.0 -0.1 0.0
H 4.807 -1.868 1.933 0.0 0.0 0.0
H 3.220 -1.179 1.531 0.0 -0.1 0.1
H 4.607 -0.121 1.785 0.0 0.0 0.0
H 4.441 -2.192 -0.479 0.0 0.1 -0.1
H 5.720 -1.012 -0.239 0.0 0.1 -0.1
H 1.993 1.934 -3.853 -0.1 0.0 0.1
H 1.853 0.227 -3.410 0.0 0.0 0.0
H 4.473 1.721 -3.972 0.0 0.0 0.0
H 3.687 0.579 -5.070 0.0 0.0 0.0
H 4.359 0.010 -3.531 0.0 0.0 -0.1
H 3.349 3.451 -0.009 -0.1 -0.1 -0.1
H 4.673 2.278 -0.042 0.0 -0.1 0.0
H 3.199 3.213 2.480 0.0 0.0 0.0
H 4.795 3.775 1.960 0.0 0.0 0.0
H 4.573 2.095 2.455 0.0 0.0 0.0
C 1.951 -3.158 -0.589 -0.1 -0.3 0.0
N 1.948 -4.594 -0.526 0.2 -0.2 0.0
C 1.383 -5.016 0.765 -0.1 0.2 -0.2
N 0.010 -4.519 0.916 -0.1 -0.2 0.1
C 0.005 -3.078 0.856 0.0 -0.1 0.0
N 0.567 -2.599 -0.450 0.4 0.7 -0.3
C -0.277 -3.192 -1.550 -0.1 -0.2 0.0
N -0.268 -4.629 -1.475 -0.2 -0.2 -0.1
C 1.104 -5.127 -1.607 -0.1 0.2 0.2
C -0.808 -5.059 -0.181 0.2 0.3 0.0
H 2.363 -2.828 -1.546 -0.1 0.0 0.0
H 2.560 -2.762 0.223 -0.1 0.0 0.1
H 2.000 -4.623 1.575 0.0 0.0 0.0
H 1.382 -6.102 0.815 0.0 0.0 0.0
H 0.611 -2.674 1.670 0.0 0.1 0.0
H -1.018 -2.705 0.947 0.0 0.1 0.0
H 0.125 -2.867 -2.512 0.1 0.0 0.0
H -1.292 -2.813 -1.444 0.0 0.0 0.0
H 1.511 -4.820 -2.572 0.0 0.0 0.0
H 1.100 -6.214 -1.550 0.0 0.0 0.0
H -0.801 -6.146 -0.131 0.0 0.0 0.0
H -1.834 -4.701 -0.078 0.0 0.0 0.0
F -1.463 -0.473 -1.013 -0.1 -0.3 0.1
O -0.136 2.245 -1.760 0.3 0.7 -0.1
C -0.333 1.580 -0.833 -0.1 -1.3 -0.5
```
Positions in Å, forces in eV/Å.

For the lowest unoccupied orbital energy, the calculation gives -7.065 eV. The energy above the lowest of the compared OMol25 structures with the same formula, charge and spin comes out at 42.5 kcal/mol. As for the net charge: +2. For the total energy, the calculation gives -123502.1931 eV. Its frontier orbital gap is 6.8 eV.

=====

(2)
# C31H42AuN10O3P2S

A molecular structure, C31H42AuN10O3P2S (ωB97M-V/def2-TZVPD, the OMol25 dataset).

XYZ file:
```
90
Properties=species:S:1:pos:R:3:forces:R:3
Au 0.244 0.938 -0.042 0.1 1.1 0.2
C -2.094 -2.419 2.908 -0.1 0.0 0.0
N -2.695 -1.264 2.222 -0.1 0.0 0.0
C -3.891 -0.761 2.913 0.0 0.0 0.0
P -2.510 -1.289 0.593 0.4 -0.1 -0.1
O -1.096 -1.101 0.145 -0.1 -0.3 0.1
O -3.405 -0.014 0.161 -0.1 0.2 0.0
P -2.993 1.366 -0.523 0.0 -0.2 -0.1
O -1.629 1.853 -0.019 -0.2 -0.3 0.0
N -4.081 2.472 -0.100 0.1 0.1 -0.2
C -3.811 3.719 0.620 0.0 -0.1 0.1
C -5.444 2.356 -0.641 0.0 0.0 0.0
N -3.010 1.015 -2.109 -0.1 0.1 0.0
C -3.595 -0.174 -2.739 0.1 0.0 0.0
C -2.907 2.158 -3.022 0.0 0.0 0.0
N -3.189 -2.566 -0.146 -0.1 0.0 0.1
C -4.568 -2.926 0.213 0.0 0.0 0.0
C -2.409 -3.663 -0.726 0.0 0.0 -0.1
H -2.825 -3.218 3.053 0.0 0.0 0.0
H -1.732 -2.110 3.888 0.0 0.0 0.0
H -1.254 -2.818 2.337 0.0 0.0 0.0
H -4.642 -1.545 3.033 0.0 0.0 0.0
H -4.329 0.074 2.373 0.0 0.0 0.0
H -3.600 -0.415 3.905 0.0 0.0 0.0
H -2.760 3.787 0.883 0.0 0.0 0.0
H -4.411 3.764 1.529 0.0 0.0 0.0
H -4.073 4.568 -0.012 0.0 0.0 0.0
H -5.596 1.384 -1.109 0.0 0.0 0.0
H -5.631 3.139 -1.377 0.0 0.0 0.0
H -6.165 2.455 0.169 0.0 0.0 0.0
H -3.604 -1.018 -2.057 0.0 0.0 0.0
H -2.988 -0.441 -3.605 0.0 0.0 0.0
H -4.613 0.031 -3.080 0.0 0.0 0.0
H -2.537 3.044 -2.505 0.0 0.0 0.0
H -3.880 2.397 -3.457 0.0 0.0 0.0
H -2.222 1.912 -3.835 0.0 0.0 0.0
H -5.136 -2.043 0.506 0.0 0.0 0.0
H -4.595 -3.655 1.026 0.0 0.0 0.0
H -5.057 -3.362 -0.658 0.0 0.0 0.0
H -1.390 -3.340 -0.912 0.0 0.0 0.0
H -2.863 -3.968 -1.670 0.0 0.0 0.0
H -2.395 -4.524 -0.055 0.0 0.0 0.0
N 0.024 0.463 7.290 0.0 0.0 0.0
C 0.078 0.550 6.147 0.0 0.0 0.0
C 0.126 0.645 4.716 0.0 0.0 0.0
C 0.687 -0.386 3.964 0.0 0.0 0.0
C 0.694 -0.278 2.593 0.0 0.0 0.0
N 0.189 0.802 1.978 0.0 0.1 0.1
C -0.353 1.803 2.689 0.0 -0.1 0.1
C -0.404 1.754 4.065 0.0 0.0 0.0
H 1.107 -1.260 4.442 0.0 0.0 0.0
H 1.085 -1.065 1.964 0.0 0.0 0.0
H -0.756 2.636 2.131 0.0 0.0 0.0
H -0.846 2.570 4.620 0.0 0.0 0.0
N 0.638 2.052 -3.994 0.0 0.0 0.0
C 0.520 2.277 -2.686 0.0 0.0 0.0
N 0.352 1.141 -2.030 0.0 -0.1 -0.1
C 0.366 0.102 -2.968 -0.1 0.1 0.1
C 0.226 -1.277 -2.818 0.0 0.0 -0.1
C 0.297 -2.028 -3.972 0.0 0.0 0.0
C 0.497 -1.437 -5.234 0.0 0.0 0.0
C 0.620 -0.073 -5.387 0.0 0.0 0.0
C 0.545 0.684 -4.221 0.1 0.0 0.0
H 0.784 2.768 -4.691 0.0 0.0 0.0
H 0.546 3.259 -2.242 0.0 0.0 0.0
H 0.057 -1.723 -1.849 0.0 0.0 0.0
H 0.192 -3.103 -3.914 0.0 0.0 0.0
H 0.559 -2.072 -6.107 0.0 0.0 0.0
H 0.767 0.379 -6.359 0.0 0.0 0.0
S 6.735 1.364 -0.173 0.0 0.0 0.1
C 5.034 1.151 -0.087 -0.1 0.0 0.0
C 4.231 2.309 0.017 0.1 0.0 0.0
C 2.872 2.203 0.068 -0.1 -0.1 0.1
N 2.254 0.996 0.038 0.1 -0.5 -0.2
C 3.000 -0.126 -0.067 0.0 0.1 0.0
C 4.367 -0.086 -0.125 0.0 0.0 0.1
C 7.343 -0.307 -0.131 0.1 0.0 -0.1
C 7.442 -1.047 -1.301 0.0 0.0 0.0
C 7.999 -2.316 -1.210 0.0 -0.1 -0.1
N 8.447 -2.846 -0.075 -0.1 0.2 0.0
C 8.359 -2.111 1.028 0.1 -0.1 0.1
C 7.816 -0.831 1.062 -0.1 0.0 -0.1
H 4.683 3.290 0.071 0.0 0.0 0.0
H 2.245 3.078 0.166 0.0 0.0 0.0
H 2.468 -1.067 -0.107 0.0 0.0 0.0
H 4.918 -1.012 -0.200 0.0 0.0 0.0
H 7.118 -0.649 -2.253 0.0 0.0 0.0
H 8.100 -2.929 -2.098 0.0 0.0 0.0
H 8.746 -2.561 1.935 0.0 0.0 0.0
H 7.780 -0.266 1.983 0.0 0.0 0.0
```
Positions in Å, forces in eV/Å.

For the lowest unoccupied orbital energy, the calculation gives -9.685 eV. The energy above the lowest of the compared OMol25 structures with the same formula, charge and spin comes out at 0.0 kcal/mol. As for the net charge: +3. For the total energy, the calculation gives -86957.5119 eV. Its frontier orbital gap is 6.0 eV.